Record 1
{
  "formula": "C9H27ClI2OP3Yb",
  "method": "ωB97M-V with the def2-TZVPD basis set",
  "total_charge": 2,
  "s2": 1.0943,
  "multiplicity": 2,
  "largest_force_ha_per_bohr": 0.0729,
  "e_homo_ha": [-0.5242, -0.5247],
  "de_lowest_ev": 1.198,
  "e_tot_ha": -3672.24462,
  "species": ["I", "I", "Yb", "P", "C", "C", "H", "H", "H", "H", "H", "H", "C", "H", "H", "H", "P", "C", "C", "H", "H", "H", "C", "H", "H", "H", "H", "H", "H", "Cl", "C", "P", "C", "C", "O", "H", "H", "H", "H", "H", "H", "H", "H", "H"],
  "positions_angstrom": [[-2.0386, -2.4214, 0.0332], [2.4511, -1.0996, -0.0509], [-0.3244, 0.0307, 0.7859], [0.5236, -2.1234, -1.8655], [0.9361, -3.8081, -1.2221], [-0.8036, -2.5720, -3.0745], [-0.4076, -3.3158, -3.7757], [1.7514, -2.8599, -3.8448], [-1.0958, -1.6705, -3.6196], [1.5728, -1.0748, -3.7891], [0.1041, -4.1966, -0.6299], [-1.6957, -2.9595, -2.5782], [1.8105, -1.9703, -3.1946], [1.1374, -4.4493, -2.0832], [2.8199, -1.8492, -2.7914], [1.8116, -3.7758, -0.5694], [-0.7441, 2.7891, 1.2419], [-0.6236, 2.8294, 3.0607], [0.3800, 4.1388, 0.7646], [-2.5698, 3.6126, -0.1074], [-2.4081, 4.5307, 1.4381], [-3.1387, 2.8837, 1.4079], [-2.3809, 3.5418, 0.9678], [0.4071, 4.2130, -0.3266], [0.0291, 5.0740, 1.2155], [-0.8800, 3.8422, 3.3932], [0.3977, 2.5620, 3.3637], [1.3828, 3.8866, 1.1260], [-1.3152, 2.0903, 3.4877], [-0.6853, 1.6782, -1.2197], [0.4934, -1.7809, 5.2523], [0.7266, -1.7775, 3.4732], [2.4993, -2.0184, 3.2501], [-0.0525, -3.2619, 2.8356], [0.2311, -0.4489, 2.9015], [0.6388, -0.7624, 5.6431], [1.2245, -2.4768, 5.6986], [-0.5321, -2.1227, 5.4654], [2.8777, -2.7652, 3.9563], [2.7226, -2.3528, 2.2244], [2.9837, -1.0461, 3.4081], [-1.0063, -3.0045, 2.3411], [0.5702, -3.7802, 2.1000], [-0.2506, -3.9478, 3.6676]],
  "forces_ev_per_a": [[0.247, 1.147, -0.050], [-1.119, 0.834, -0.494], [-0.243, 1.514, -0.476], [1.335, -3.232, -1.352], [-0.100, 0.235, 0.497], [-1.092, 0.877, 0.186], [0.286, 0.236, 0.254], [-0.132, 0.327, 0.397], [-0.021, -0.120, -0.080], [0.157, -0.268, 0.064], [0.135, -0.071, -0.286], [0.278, 0.052, -0.085], [0.171, 1.012, 0.152], [-0.082, 0.048, 0.050], [-0.241, -0.123, -0.129], [-0.105, -0.111, -0.301], [-0.041, 0.187, 1.774], [-0.059, 0.378, 0.107], [0.306, -0.596, -0.320], [-0.022, 0.116, 0.207], [-0.004, -0.221, -0.078], [-0.011, 0.276, -0.043], [-0.079, -0.651, -0.296], [0.011, 0.147, 0.216], [0.094, -0.222, -0.079], [0.118, -0.278, 0.357], [-0.253, 0.162, 0.027], [-0.098, 0.248, -0.072], [0.116, 0.288, 0.016], [0.226, -1.652, -0.541], [-0.252, -0.043, -0.013], [1.014, -0.745, 1.526], [0.088, 0.249, -0.462], [-0.593, -0.067, -0.248], [-0.453, 0.040, -1.753], [-0.008, -0.389, -0.072], [-0.419, 0.297, -0.060], [0.368, 0.195, 0.130], [-0.094, 0.209, -0.077], [-0.065, -0.008, 0.700], [0.088, -0.280, 0.135], [0.496, -0.282, 0.616], [-0.009, 0.158, 0.097], [0.060, 0.125, -0.144]]
}


Record 2
{
  "formula": "C27H30N10S4V",
  "method": "ωB97M-V with the def2-TZVPD basis set",
  "total_charge": 2,
  "s2": 3.7757,
  "multiplicity": 4,
  "largest_force_ha_per_bohr": 0.0808,
  "e_homo_ha": [-0.4757, -0.5057],
  "de_lowest_ev": 1.246,
  "e_tot_ha": -4130.75533,
  "species": ["V", "C", "C", "N", "C", "C", "N", "C", "C", "C", "C", "C", "N", "C", "C", "N", "C", "C", "N", "C", "C", "C", "N", "C", "C", "H", "H", "H", "H", "H", "H", "H", "H", "H", "H", "H", "H", "C", "C", "N", "N", "C", "S", "N", "N", "H", "H", "H", "H", "H", "H", "C", "C", "S", "C", "C", "S", "C", "C", "S", "H", "H", "H", "H", "H", "H", "H", "H", "H", "H", "H", "H"],
  "positions_angstrom": [[-0.1605, 0.3415, 0.6512], [-0.4833, -3.7320, 1.8799], [-0.7995, -2.3908, 1.7015], [0.0931, -1.5252, 1.2233], [1.3529, -1.9864, 1.0257], [1.6396, -3.3446, 1.2096], [0.7204, -4.2048, 1.5908], [2.2989, -0.9433, 0.6609], [3.6827, -1.0561, 0.5826], [4.4557, 0.0708, 0.2654], [3.7766, 1.2775, 0.0498], [2.4004, 1.3299, 0.2070], [1.6763, 0.2350, 0.4875], [1.5700, 2.5203, 0.1409], [2.0564, 3.8335, 0.1727], [1.2526, 4.8729, 0.1296], [-0.0499, 4.6380, 0.0735], [-0.5591, 3.3458, 0.1213], [0.2375, 2.2754, 0.1557], [5.9245, 0.0169, 0.2263], [6.6192, -1.1742, -0.0077], [8.0073, -1.1619, 0.0192], [8.6959, -0.0618, 0.2274], [8.0730, 1.0792, 0.4210], [6.6889, 1.1704, 0.4455], [-1.2034, -4.4536, 2.2361], [-1.7883, -2.0243, 1.9502], [2.6225, -3.7510, 1.0148], [4.1565, -1.9981, 0.8106], [4.3064, 2.1678, -0.2386], [3.1135, 4.0486, 0.2540], [-0.7003, 5.4987, 0.0103], [-1.6303, 3.1804, 0.1308], [6.1125, -2.0958, -0.2371], [8.5845, -2.0644, -0.1371], [8.6995, 1.9500, 0.5587], [6.2395, 2.1296, 0.6504], [-5.1089, 1.6531, 1.3621], [-3.9279, 1.7730, 2.2373], [-3.8232, 2.3783, 3.3747], [-2.5548, 2.2149, 3.7944], [-1.8304, 1.5031, 2.9139], [-0.2182, 1.0463, 2.9451], [-2.7058, 1.2101, 1.9058], [-2.3450, 0.5292, 0.7570], [-6.0078, 1.9322, 1.9051], [-5.2083, 0.6295, 1.0013], [-5.0263, 2.3105, 0.4941], [-2.2596, 2.6003, 4.6817], [-2.7552, -0.4183, 0.7188], [-2.7190, 1.0030, -0.0768], [-2.9225, 0.1794, -3.3757], [-1.4627, 0.4315, -3.0440], [-0.6770, -0.5719, -1.7263], [-0.8831, -2.3253, -2.2148], [-2.2689, -2.9218, -2.0487], [-3.0809, -2.4189, -0.4896], [-4.8229, -2.2441, -1.0083], [-5.0935, -1.1798, -2.0661], [-4.0525, 0.3193, -1.9353], [-3.0679, -0.7998, -3.8294], [-3.2377, 0.9395, -4.0970], [-1.3221, 1.4547, -2.6873], [-0.8608, 0.2816, -3.9434], [-0.1599, -2.8452, -1.5849], [-0.5670, -2.4042, -3.2553], [-2.1869, -4.0113, -2.0410], [-2.9324, -2.6274, -2.8576], [-5.3381, -2.0169, -0.0733], [-5.1672, -3.2175, -1.3612], [-6.1216, -0.8373, -1.9645], [-4.9640, -1.5622, -3.0764]],
  "forces_ev_per_a": [[-4.064, 0.605, -0.617], [0.032, 0.074, -0.069], [-0.116, -0.294, 0.215], [0.476, -2.316, 0.580], [-0.281, -0.876, 0.276], [0.191, 0.700, -0.299], [-0.158, -0.327, 0.219], [0.936, 0.214, -0.167], [-0.364, 0.172, -0.030], [-0.393, 0.038, 0.097], [-0.410, -0.211, 0.091], [0.726, -0.323, -0.045], [3.587, -0.233, -0.256], [-0.198, 0.793, -0.025], [-0.034, -0.636, -0.087], [-0.114, 0.391, -0.059], [-0.123, -0.216, 0.063], [-0.072, 0.218, -0.148], [0.606, 1.618, -0.447], [0.696, 0.043, -0.045], [-0.102, 0.202, 0.040], [-0.501, -0.159, -0.053], [1.145, -0.051, -0.025], [-0.517, 0.158, 0.013], [-0.122, -0.157, -0.059], [-0.195, 0.089, 0.052], [0.160, -0.004, -0.049], [0.122, 0.093, -0.018], [0.053, -0.047, -0.025], [0.145, 0.099, -0.003], [0.071, -0.114, -0.040], [-0.113, 0.001, 0.026], [0.023, -0.017, 0.000], [-0.158, -0.160, 0.000], [-0.080, -0.078, -0.036], [-0.045, 0.102, 0.076], [-0.100, 0.049, 0.048], [-0.254, 0.168, -0.052], [0.150, 0.028, 0.230], [-1.214, 0.204, -0.093], [0.557, -0.678, -0.871], [0.035, 0.141, 0.074], [0.366, 0.134, 0.813], [-0.254, 0.712, 1.123], [-0.106, -0.125, -0.154], [0.028, -0.016, 0.063], [-0.055, -0.038, 0.009], [0.034, -0.023, -0.019], [0.064, -0.089, -0.142], [0.043, 0.339, -0.055], [0.020, -0.217, 0.335], [-0.351, 0.053, 0.294], [0.260, -0.301, 0.222], [0.069, 0.023, -0.594], [0.028, 0.556, 0.207], [-0.373, 0.019, 0.432], [-0.477, -0.583, -0.202], [0.576, -0.233, 0.104], [0.269, 0.388, 0.117], [-0.189, 0.122, -0.614], [0.017, 0.091, -0.022], [0.092, -0.184, -0.001], [0.091, -0.011, -0.114], [-0.033, 0.193, 0.045], [0.044, -0.031, -0.085], [0.142, -0.070, 0.067], [-0.026, 0.111, -0.143], [0.059, -0.070, -0.051], [-0.048, -0.051, -0.066], [-0.139, 0.072, 0.101], [-0.053, -0.063, -0.151], [-0.079, -0.010, -0.003]]
}